No. 1
C3H8N2S in the gas phase in a non-equilibrium geometry, computed with ωB97M-V with the def2-TZVPD basis set.

Geometry as ORCA input:
```
! wB97M-V def2-TZVPD RIJCOSX def2/J DEFGRID3
* xyz 0 1
S -2.61619 -1.69932 -0.70003
N 1.32301 -0.02198 0.68972
N 0.99892 0.02159 -0.82750
C -1.19086 -0.78531 -0.16775
C 1.10664 1.43445 0.91198
C -0.16974 -0.31286 -1.11612
H -0.31893 -0.35425 -2.22141
H -0.71308 -0.80787 0.94092
H 0.95316 2.03695 -0.14452
H -1.89031 -2.89033 -1.31392
H 1.91048 1.85895 1.70791
H 2.42919 -0.03385 0.50315
H -1.93477 0.06438 0.07202
H 0.11249 1.48944 1.66556
*
```

Calculated values
- Strongest force on any atom: 0.103 hartree/bohr
- Structure (SMILES): CN/N=C\CS
- Kohn-Sham gap: 9.79 eV
- Lowest unoccupied orbital energy: 0.6780 eV
- Energy relative to the best compared isomer or geometry (same formula, charge and spin): 475.6 kJ/mol
- Highest occupied orbital energy: -9.112 eV

The computed Löwdin charges, all in e, follow:
1 S 0.65
2 N -0.15
3 N -0.03
4 C -0.66
5 C -0.22
6 C -0.30
7 H 0.12
8 H 0.12
9 H 0.12
10 H -0.04
11 H 0.09
12 H 0.14
13 H 0.06
14 H 0.10

***

No. 2
A molecular structure, C3H4NO in a non-equilibrium geometry, computed with ωB97M-V with the def2-TZVPD basis set.

Geometry as ORCA input:
```
! wB97M-V def2-TZVPD RIJCOSX def2/J DEFGRID3
* xyz 1 1
O 0.45773 0.81417 1.40663
N -0.14502 -1.38938 0.90882
C 0.19975 0.86654 -0.10574
C -0.11006 -0.71557 -0.41046
C 0.24984 -0.40424 1.42487
H -0.50275 1.69012 -0.43662
H 0.57610 -0.97486 -1.23256
H 1.18609 1.03163 -0.53150
H -1.91168 -0.91841 -1.02344
*
```

Calculated values
- Strongest force on any atom: 0.102 hartree/bohr
- Kohn-Sham gap (alpha / beta): 8.20 / 8.20 eV
- Lowest unoccupied orbital energy (alpha / beta): -7.4880 / -7.4888 eV
- Energy relative to the best compared isomer or geometry (same formula, charge and spin): 678.7 kJ/mol
- Highest occupied orbital energy (alpha / beta): -15.688 / -15.686 eV

The computed Löwdin charges, all in e, follow:
1 O 0.18
2 N 0.23
3 C 0.03
4 C -0.06
5 C -0.12
6 H 0.17
7 H 0.12
8 H 0.13
9 H 0.32

***

No. 3
A molecular structure, C23H45BrGeNO6PRbS2, computed with ωB97M-V with the def2-TZVPD basis set.

Geometry as ORCA input:
```
! wB97M-V def2-TZVPD RIJCOSX def2/J DEFGRID3
* xyz 0 2
Rb 0.03284 -0.02581 0.00086
Br -0.73154 0.25640 -3.66915
Ge 1.41264 -2.77812 1.38445
S -1.97114 5.17911 1.46770
S -1.01189 2.49801 2.20771
P -1.50272 4.19803 3.10273
O -4.57730 3.68228 -4.15750
O -0.03464 -1.74493 2.08202
O 2.32121 -1.15918 0.98184
O 0.58840 -2.71306 -0.32561
O -0.34245 4.92681 3.85940
O -2.60592 4.07233 4.22316
N -1.94096 1.69741 -1.67460
C -2.83762 2.14230 -3.85834
C -1.24905 -2.30530 2.54303
C -3.71844 3.28126 -1.94022
C -1.86163 -1.28845 3.50657
C -0.13506 -3.60772 -2.39046
C 0.48621 3.04327 5.23992
C 2.46127 0.57992 2.63060
C -1.03156 -3.63015 3.27601
C 3.88130 -1.46275 2.84365
C -3.73176 3.05501 -3.31377
C -3.82787 3.26913 4.26323
C 4.29657 0.14548 0.98382
C -2.20063 -2.52948 1.36237
C 2.09286 -2.47760 -2.18566
C -4.53404 3.18834 2.92707
C 0.29807 4.54224 5.12103
C 1.07002 -3.37314 -1.48091
C 1.71550 -4.71897 -1.14719
C -2.81231 2.57884 -1.17327
C -3.50812 1.91345 4.85716
C -1.97954 1.51138 -2.97860
C 3.22074 -0.50210 1.85353
C -0.46716 5.14979 6.27821
H 4.36517 -2.28384 2.31205
H -2.82263 1.94444 -4.91913
H -2.87896 1.33143 4.18405
H -0.61878 6.21692 6.12118
H 1.60768 0.12796 3.14155
H 0.10496 5.01246 7.19708
H -2.99486 2.02535 5.81265
H 1.98168 -5.25119 -2.06336
H 4.63465 -0.93580 3.43405
H -0.85175 -4.26600 -1.89566
H -4.73306 4.17837 2.52080
H 1.04068 2.63634 4.39446
H 2.49172 -2.95716 -3.08323
H -5.48515 2.67604 3.07879
H 2.62175 -4.58680 -0.55351
H 1.02164 -5.33656 -0.57321
H -3.94854 2.61763 2.20545
H 4.99807 0.73021 1.58393
H -1.19493 -1.13116 4.35719
H 0.16226 -4.06313 -3.33823
H -1.43792 4.67013 6.39570
H -4.39399 3.99068 -1.47834
H -1.72324 -3.15944 0.61228
H -2.83694 -1.61745 3.87442
H 3.10300 1.07056 3.36770
H 1.27288 5.02173 5.03641
H -0.66675 -4.40245 2.59637
H 4.85142 -0.62445 0.44504
H -2.46083 -1.57486 0.89243
H 1.04786 2.83574 6.15170
H -2.77061 2.73328 -0.10240
H 1.62545 -1.53429 -2.48322
H -0.63330 -2.65914 -2.60131
H -3.13208 -2.99775 1.69089
H -4.44982 3.83555 4.95784
H 2.91504 -2.24456 -1.50757
H -1.96923 -3.97858 3.71572
H 3.14701 -1.89019 3.52965
H 3.83196 0.80632 0.24864
H -0.47298 2.52726 5.31223
H 2.08936 1.35158 1.94899
H -4.43393 1.36299 5.02992
H -0.29465 -3.50478 4.07152
H -1.98594 -0.33255 2.99040
H -5.14078 4.29172 -3.66791
*
```

Calculated values
- Strongest force on any atom: 0.009 hartree/bohr
- Kohn-Sham gap (alpha / beta): 6.96 / 4.26 eV
- Lowest unoccupied orbital energy (alpha / beta): 0.0989 / -2.6084 eV
- Expectation value of S²: 0.76
- Energy relative to the best compared isomer or geometry (same formula, charge and spin): 1.7 kJ/mol
- Highest occupied orbital energy (alpha / beta): -6.864 / -6.864 eV

The computed Löwdin charges, all in e, follow:
1 Rb 0.76
2 Br 0.80
3 Ge 0.95
4 S 0.41
5 S 0.41
6 P -0.19
7 O 0.09
8 O -0.47
9 O -0.45
10 O -0.45
11 O -0.28
12 O -0.28
13 N -0.02
14 C -0.04
15 C -0.73
16 C 0.01
17 C -0.05
18 C -0.04
19 C -0.06
20 C -0.06
21 C -0.07
22 C -0.08
23 C -0.31
24 C -0.42
25 C -0.04
26 C -0.04
27 C -0.03
28 C -0.07
29 C -0.41
30 C -0.73
31 C -0.07
32 C -0.14
33 C -0.04
34 C -0.73
35 C -0.73
36 C -0.04
37 H 0.08
38 H 0.12
39 H 0.04
40 H 0.09
41 H 0.08
42 H 0.09
43 H 0.09
44 H 0.08
45 H 0.08
46 H 0.08
47 H 0.07
48 H 0.06
49 H 0.09
50 H 0.09
51 H 0.06
52 H 0.08
53 H 0.05
54 H 0.08
55 H 0.09
56 H 0.09
57 H 0.07
58 H 0.12
59 H 0.07
60 H 0.09
61 H 0.08
62 H 0.14
63 H 0.06
64 H 0.09
65 H 0.07
66 H 0.09
67 H 0.04
68 H 0.05
69 H 0.05
70 H 0.09
71 H 0.14
72 H 0.08
73 H 0.08
74 H 0.07
75 H 0.08
76 H 0.07
77 H 0.06
78 H 0.09
79 H 0.08
80 H 0.04
81 H 0.12

***

No. 4
A molecular structure, CHFGaLiO3 in a non-equilibrium geometry, computed with ωB97M-V with the def2-TZVPD basis set.

Geometry as ORCA input:
```
! wB97M-V def2-TZVPD RIJCOSX def2/J DEFGRID3
* xyz 4 1
Ga 3.08094 0.19772 0.02882
F 0.00534 1.45880 -0.32007
O -0.65500 -0.57855 -0.03562
O 1.45282 -0.10784 0.19156
O -2.02092 -0.79669 -0.21079
C 0.33332 0.29795 0.06128
Li -3.32518 0.08570 0.92645
H -0.93226 -1.57645 -0.60628
*
```

Calculated values
- Strongest force on any atom: 0.169 hartree/bohr
- Kohn-Sham gap (alpha / beta): 12.83 / 5.12 eV
- Lowest unoccupied orbital energy (alpha / beta): -22.9956 / -25.4160 eV
- Highest occupied orbital energy (alpha / beta): -35.826 / -30.533 eV

The computed Löwdin charges, all in e, follow:
1 Ga 1.61
2 F 0.45
3 O 0.23
4 O 0.23
5 O 0.39
6 C -0.32
7 Li 0.96
8 H 0.44